114
Properties=species:S:1:pos:R:3:forces:R:3:mulliken_charge:R:1 method="wB97M-V/def2-TZVPD" fmax_ev_per_a=4.30 orbital_gap_ev=2.40 charge=+1 e_above_lowest_kj_mol=862.15 molar_mass_g_mol=823.25 homo_energy_ev=-6.77 lumo_energy_ha=-0.1607
Ba -1.091258 -0.956573 -0.680995 0.143 0.065 0.234 1.3278
C 4.506192 0.784317 3.713185 -1.379 -0.786 -0.790 -1.8905
C 3.916602 0.779657 5.150235 0.876 0.616 -1.630 1.5369
C 4.536802 2.057307 5.767895 -1.521 -0.918 0.923 -1.2590
C 3.872122 2.374657 7.103645 -0.254 0.288 -0.567 -0.6256
C 2.331882 2.463297 6.974385 0.220 -0.796 0.697 -1.1422
C 1.678492 1.164477 6.390135 -1.697 0.808 -0.202 1.5275
N 2.379262 0.871167 5.128215 0.195 -3.336 -2.047 0.3227
O 1.764672 -0.154873 4.291915 1.782 2.931 2.593 -0.6645
C 0.189892 1.554427 6.013135 1.118 0.188 -0.365 -1.7454
C 1.570842 0.018207 7.456595 0.868 0.383 -1.051 -1.7447
C 4.501602 -0.497463 5.775265 -0.256 -0.115 1.683 -1.6336
H 4.030902 1.521767 3.066365 0.026 0.223 0.123 0.4196
H 4.297962 -0.185863 3.262095 -0.215 -0.027 -0.148 0.4394
H 5.588962 0.876707 3.628435 0.025 0.322 0.672 0.4006
H 4.358112 2.917887 5.123245 0.287 -0.098 -0.284 0.3757
H 5.593582 1.847877 5.933575 0.061 0.294 -0.300 0.4276
H 4.334562 3.322027 7.380655 -0.387 0.098 0.668 0.3835
H 4.117152 1.615717 7.846665 0.119 0.023 0.105 0.2892
H 1.977252 3.359787 6.465805 0.247 -0.117 -0.497 0.4136
H 1.914232 2.561077 7.976435 -0.014 0.034 0.208 0.4160
H -0.272558 2.032467 6.876685 -0.061 0.018 -0.031 0.3947
H -0.454508 0.766387 5.623475 0.365 -0.380 0.362 0.3305
H 0.273342 2.256277 5.183355 -0.133 0.314 0.108 0.4559
H 2.579172 -0.178473 7.820855 -0.157 -0.298 0.307 0.4107
H 1.162782 -0.862553 6.960765 0.153 -0.074 0.010 0.3489
H 0.915442 0.273127 8.289395 0.069 0.290 -0.104 0.4327
H 3.716792 -1.054733 6.286745 0.065 -0.449 -0.521 0.3094
H 5.188712 -0.279323 6.592815 0.047 0.497 0.247 0.3715
H 5.138522 -1.122893 5.149745 -0.649 -0.025 -0.498 0.3973
C 8.871882 3.238237 -4.688435 0.303 -0.392 0.601 -0.3939
C 8.428152 2.426467 -3.649755 -2.147 -0.454 -0.614 -0.4699
C 7.033992 2.082617 -3.615235 2.013 -0.521 0.629 -0.3073
C 6.194762 2.596077 -4.550815 -0.910 0.447 -0.626 0.3386
C 6.632752 3.459467 -5.526345 0.048 0.263 -0.719 -0.4013
C 7.975172 3.754127 -5.614635 -0.272 0.616 0.341 -0.4242
N 4.760202 2.250437 -4.548985 -1.669 -1.957 2.167 0.8747
O 4.296542 1.786657 -3.461145 1.190 1.178 -2.222 -0.5621
O 4.082032 2.321587 -5.559095 0.973 0.460 0.490 -0.5394
H 9.928452 3.442227 -4.780345 0.057 0.195 0.032 0.3728
H 9.051962 1.970987 -2.894905 0.291 0.167 -0.163 0.3743
H 6.684672 1.313337 -2.942495 -0.102 0.272 0.277 0.3953
H 5.944422 3.881497 -6.243625 -0.134 -0.027 0.068 0.3833
H 8.262492 4.523057 -6.316495 0.330 -0.266 -0.247 0.3546
C 1.364292 6.308117 1.036345 -1.622 0.025 -0.804 -0.9546
C -0.021878 5.700817 0.746845 -0.193 -0.937 0.112 0.7309
O -0.134228 4.547847 0.358575 0.055 1.006 0.114 -0.5766
C -1.277928 6.535127 1.099995 0.850 -0.711 -0.721 -1.0114
H 1.242722 7.353367 0.752115 0.539 0.193 0.203 0.3273
H 2.099662 5.809757 0.404725 0.058 0.035 0.369 0.2879
H 1.546282 6.225307 2.107845 0.238 0.008 -0.089 0.2831
H -1.044888 6.995897 2.059935 -0.636 0.052 0.080 0.3074
H -2.136628 5.866687 1.037355 0.100 -0.063 0.733 0.3069
H -1.532168 7.295397 0.361455 0.590 0.305 -0.014 0.3021
C -0.218378 -4.853103 -7.255425 -0.721 0.418 -0.224 -0.9663
C -0.402998 -3.367153 -7.083975 1.133 -0.756 -2.328 0.6619
O -0.570038 -2.913633 -6.008465 -0.679 1.374 2.462 -0.5481
C -0.204958 -2.460013 -8.313195 -0.576 -0.983 0.248 -0.9327
H -0.621428 -5.348823 -6.372295 0.437 -0.108 -0.027 0.2918
H 0.856032 -4.967643 -7.399045 -0.011 -0.489 0.011 0.2700
H -0.767728 -5.194023 -8.132975 0.263 -0.148 -0.126 0.3381
H -1.125088 -1.878263 -8.368165 0.325 0.503 -0.053 0.2993
H -0.142988 -3.043173 -9.231995 0.117 -0.012 0.034 0.2953
H 0.707332 -1.874433 -8.199495 -0.295 0.229 0.089 0.2872
C -5.277668 3.946597 -4.812165 0.547 0.592 -0.365 -0.9058
C -3.925748 3.472877 -5.329245 0.056 -1.552 0.690 0.7263
O -3.225948 2.770437 -4.593525 -0.717 1.250 -1.412 -0.5829
C -3.588948 3.797677 -6.782495 0.592 -0.020 0.653 -1.0626
H -5.852268 4.471427 -5.575375 -0.041 -0.153 -0.037 0.2982
H -5.008558 4.691807 -4.063605 -0.303 -0.039 0.325 0.2753
H -5.867278 3.143107 -4.370745 0.238 0.049 0.040 0.2985
H -2.581868 3.452087 -7.015875 -0.154 -0.189 -0.042 0.3077
H -3.610078 4.867617 -6.989625 -0.212 0.095 0.197 0.3334
H -4.333508 3.333207 -7.429015 0.016 -0.092 0.007 0.3063
C 4.270182 -5.998013 0.017905 0.146 0.151 -0.761 -1.0419
C 4.026012 -5.101803 -1.206665 -0.149 1.590 -0.396 0.7413
O 3.043922 -4.385823 -1.345465 0.314 -1.019 0.579 -0.5656
C 5.137732 -4.934423 -2.260705 0.375 -0.577 0.332 -0.9510
H 4.624832 -6.985943 -0.275885 -0.158 -0.086 -0.204 0.3324
H 3.413802 -6.095073 0.685205 0.003 0.212 -0.258 0.2989
H 5.121632 -5.581373 0.555995 -0.035 0.237 0.131 0.2964
H 6.094292 -5.296033 -1.883445 -0.004 -0.260 -0.128 0.2985
H 5.317242 -3.919613 -2.615705 -0.508 0.252 0.555 0.3198
H 4.882502 -5.456953 -3.182615 -0.075 -0.430 0.164 0.2673
C -5.030038 -4.702813 3.543925 0.892 0.254 0.650 -0.9504
C -3.573858 -5.044263 3.318815 0.721 0.153 -1.200 0.7058
O -3.068448 -4.867823 2.218965 -0.095 -0.044 0.804 -0.6018
C -2.759018 -5.665983 4.471555 -0.413 1.029 -0.685 -0.9583
H -5.533118 -5.659403 3.685195 -0.433 0.215 0.044 0.2801
H -5.450798 -4.058733 2.771775 0.100 -0.512 -0.218 0.2896
H -5.039308 -4.122863 4.466785 -0.414 -0.203 0.279 0.3162
H -2.704458 -6.734113 4.261265 -0.169 -0.066 0.511 0.2765
H -3.191818 -5.356653 5.422925 -0.129 -0.702 0.081 0.3147
H -1.742018 -5.273833 4.468665 -0.014 -0.020 -0.326 0.3245
C -6.411388 -5.412843 -3.374105 1.245 0.298 -0.219 -1.0307
C -6.579618 -3.892803 -3.493655 1.119 -1.263 0.616 0.8164
O -5.715948 -3.166583 -3.053935 -0.116 0.245 -0.061 -0.5785
C -7.796488 -3.443333 -4.148625 -1.448 0.992 -0.073 -1.0749
H -6.257448 -5.875953 -4.348755 -0.607 0.098 -0.314 0.3222
H -7.181438 -5.956423 -2.826715 -0.011 0.241 -0.043 0.3243
H -5.417408 -5.541243 -2.945605 -0.231 -0.170 0.596 0.2890
H -8.633198 -3.818493 -3.559335 -0.187 -0.442 -0.212 0.3263
H -7.859238 -3.828823 -5.166245 -0.130 -0.007 0.053 0.3067
H -7.943408 -2.363903 -4.111835 0.437 0.042 -0.303 0.2957
C -7.095828 2.280857 3.402255 0.363 0.512 0.837 -0.9929
C -6.956278 1.278907 2.326965 1.151 -0.300 -1.507 0.8043
O -5.819288 1.063577 1.889245 -1.968 -0.364 0.355 -0.5944
C -8.246018 0.713417 1.723385 0.175 0.156 -0.275 -1.0560
H -6.230398 2.933427 3.287005 -0.258 0.327 0.045 0.3196
H -6.938768 1.822707 4.378755 -0.214 -0.230 0.092 0.2753
H -8.043478 2.819167 3.419265 0.127 -0.042 -0.068 0.3231
H -9.019128 1.481797 1.725435 0.066 0.128 0.156 0.3212
H -8.671098 -0.122353 2.279175 0.269 -0.068 0.194 0.2889
H -8.131538 0.412827 0.681935 0.351 -0.156 0.133 0.3059